Computed, not measured: one molecule with the formula C5H13NO, with ωB97M-V/def2-TZVPD.

```
! wB97M-V def2-TZVPD RIJCOSX def2/J DEFGRID3
* xyz 0 1
C -1.547 0.189 2.773
C -0.547 0.208 1.610
N -0.740 -0.772 0.504
C -0.437 -0.159 -0.843
C 1.148 -0.392 -1.131
C 1.439 -0.279 -2.594
O 2.058 0.513 -0.587
H -2.439 0.660 2.574
H -1.731 -0.909 3.108
H -0.921 0.631 3.712
H 0.545 0.057 1.865
H -0.681 1.219 1.202
H -1.875 -0.733 0.443
H -0.725 1.017 -0.922
H -0.911 -0.726 -1.634
H 1.265 -1.325 -0.610
H 1.510 0.719 -2.746
H 0.604 -0.405 -3.352
H 2.386 -0.824 -3.097
H 1.599 1.312 -0.278
*
```

Summary:
SMILES: CCNC[C@@H](C)O
Maximum force, eV/A: 6.35
Relative energy (zero: lowest compared OMol25 entry of this formula, charge and spin), kcal per mole: 73.6
Gap between HOMO and LUMO, eV: 10.6